# 1
{"formula": "C20H11F4N6O2Pt", "method": "the ωB97M-V functional and the def2-TZVPD basis", "species": ["Pt", "F", "F", "F", "F", "O", "O", "N", "N", "N", "N", "N", "N", "C", "C", "C", "C", "C", "C", "C", "C", "C", "C", "C", "C", "C", "C", "C", "C", "C", "C", "C", "C", "H", "H", "H", "H", "H", "H", "H", "H", "H", "H", "H"], "positions_angstrom": [[-0.478, -0.098, 1.102], [3.501, -0.282, -0.319], [1.826, -2.765, -3.912], [2.977, -2.382, 1.345], [1.285, -4.795, -2.289], [-2.598, -0.204, 0.626], [1.585, 0.153, 1.962], [-3.068, 0.911, 0.087], [2.911, 1.834, 2.647], [-0.345, -2.244, 1.783], [0.023, -6.526, 0.355], [1.927, 0.556, -5.123], [0.312, 0.888, -0.906], [-3.744, 1.788, 0.845], [0.479, 2.045, 2.835], [-2.855, 1.156, -1.218], [2.078, -2.639, -2.616], [-4.245, 2.950, 0.299], [2.569, -2.382, 0.081], [1.913, 0.226, -4.015], [1.698, 1.288, 2.441], [-3.338, 2.306, -1.805], [2.380, -1.367, -2.092], [0.222, -3.139, 1.308], [1.076, 0.558, -1.711], [2.837, -1.354, -0.745], [1.803, -3.685, -1.782], [-4.042, 3.224, -1.045], [1.908, -0.136, -2.640], [1.813, -3.498, -0.384], [0.895, -4.104, 0.516], [0.404, -5.438, 0.412], [-0.642, 1.790, 1.834], [3.725, 1.310, 2.373], [-2.287, 0.399, -1.734], [0.696, 3.112, 2.941], [3.019, 2.777, 2.967], [-3.862, 1.498, 1.878], [-4.427, 4.132, -1.491], [0.197, 1.669, 3.822], [-4.792, 3.634, 0.934], [-3.149, 2.474, -2.858], [-1.615, 1.901, 2.309], [-0.570, 2.462, 0.981]], "nbo_charge": [0.914, -0.299, -0.284, -0.294, -0.283, -0.570, -0.635, 0.055, -0.784, -0.474, -0.306, -0.317, -0.483, 0.027, -0.531, 0.050, 0.347, -0.218, 0.373, 0.269, 0.709, -0.221, -0.087, 0.397, 0.346, 0.314, 0.331, -0.162, -0.334, -0.075, -0.354, 0.272, -0.576, 0.417, 0.257, 0.213, 0.405, 0.245, 0.234, 0.248, 0.238, 0.245, 0.182, 0.200], "s_squared": 0.806, "orbital_gap_ha": [0.24490, 0.19793], "multiplicity": 2}

***

# 2
{"formula": "C20H12CaCl3N5O2", "method": "the ωB97M-V functional and the def2-TZVPD basis", "species": ["Ca", "Cl", "Cl", "Cl", "O", "O", "N", "N", "N", "N", "N", "C", "C", "C", "C", "C", "C", "C", "C", "C", "C", "C", "C", "C", "C", "C", "C", "C", "C", "C", "C", "H", "H", "H", "H", "H", "H", "H", "H", "H", "H", "H", "H"], "positions_angstrom": [[-0.262, -0.291, 0.150], [-2.503, -0.709, 1.995], [-0.483, -2.802, 2.422], [-1.480, -1.303, 4.679], [-0.164, 1.006, 3.337], [0.999, -0.333, 1.936], [-0.370, 2.072, -0.290], [1.202, -0.157, -1.514], [1.416, -2.503, -2.054], [1.672, 2.215, -1.617], [-0.827, -2.315, -1.161], [-0.050, 4.736, 0.351], [-1.172, 4.044, 0.803], [3.666, -1.500, -3.877], [0.874, 4.092, -0.433], [3.796, 1.322, -3.654], [2.888, 0.577, -2.927], [0.698, 2.739, -0.756], [-1.955, -2.975, -0.836], [2.827, -0.796, -3.036], [-0.993, -1.211, 3.017], [0.270, -3.034, -1.466], [1.843, 0.982, -1.941], [1.727, -1.253, -2.138], [4.586, -0.763, -4.614], [4.650, 0.627, -4.504], [-2.042, -4.340, -0.722], [0.273, -4.431, -1.313], [-1.284, 2.720, 0.458], [0.098, -0.033, 2.774], [-0.876, -5.080, -0.936], [-2.820, -2.354, -0.635], [-2.980, -4.805, -0.455], [5.379, 1.168, -5.093], [-0.878, -6.158, -0.829], [-1.932, 4.510, 1.413], [1.187, -4.961, -1.537], [3.606, -2.577, -3.956], [-2.135, 2.132, 0.784], [3.839, 2.399, -3.560], [0.090, 5.779, 0.608], [1.746, 4.595, -0.823], [5.265, -1.272, -5.287]], "nbo_charge": [1.770, -0.104, 0.039, 0.090, -0.608, -0.813, -0.607, -0.803, -0.548, -0.534, -0.606, -0.146, -0.265, -0.166, -0.228, -0.198, -0.013, 0.372, 0.044, -0.106, -0.203, 0.367, 0.466, 0.495, -0.205, -0.201, -0.284, -0.239, 0.045, 0.694, -0.150, 0.195, 0.227, 0.214, 0.222, 0.228, 0.235, 0.229, 0.193, 0.231, 0.221, 0.235, 0.214], "orbital_gap_ha": 0.27982}

***

# 3
{"formula": "C20H12Cl5N3OPd", "method": "the ωB97M-V functional and the def2-TZVPD basis", "species": ["Pd", "Cl", "Cl", "Cl", "Cl", "Cl", "O", "N", "N", "N", "C", "C", "C", "C", "C", "C", "C", "C", "C", "C", "C", "C", "C", "C", "C", "C", "C", "C", "C", "C", "H", "H", "H", "H", "H", "H", "H", "H", "H", "H", "H", "H"], "positions_angstrom": [[1.107, 0.244, 0.423], [2.056, 2.533, 0.117], [-0.496, 7.289, -0.677], [-3.403, 2.830, 0.387], [2.152, 5.629, -0.447], [-3.257, 5.892, -0.285], [1.066, -0.330, -1.530], [-0.056, -2.102, -0.542], [0.217, -1.428, 0.589], [1.073, 0.133, 2.433], [-0.675, 2.821, 0.237], [0.640, -1.398, -4.055], [-0.279, -3.111, -5.487], [-1.807, 3.589, 0.137], [0.325, -1.007, 2.857], [0.665, -0.310, 5.166], [-1.795, 4.952, -0.148], [0.480, 3.495, 0.040], [0.421, -1.923, -5.321], [1.583, 0.957, 3.349], [-0.874, -3.110, 2.088], [-0.564, 5.589, -0.330], [0.389, -1.467, -1.589], [-0.758, -3.771, -4.356], [-0.544, -3.254, -3.092], [-0.108, -1.842, 1.876], [0.158, -2.052, -2.915], [0.124, -1.177, 4.278], [1.446, 0.803, 4.707], [0.611, 4.848, -0.233], [-1.309, -4.700, -4.466], [-0.455, -3.516, -6.477], [-0.302, -3.859, 2.647], [-0.480, -2.011, 4.617], [1.893, 1.516, 5.386], [2.136, 1.800, 2.946], [0.800, -1.394, -6.190], [-1.805, -2.934, 2.638], [1.179, -0.472, -3.914], [-0.914, -3.762, -2.212], [0.493, -0.454, 6.229], [-1.132, -3.539, 1.120]], "nbo_charge": [0.828, -0.067, -0.013, -0.078, -0.017, -0.023, -0.794, -0.354, -0.367, -0.571, -0.272, -0.240, -0.281, -0.055, 0.044, -0.228, -0.105, -0.036, -0.228, 0.082, -0.640, -0.110, 0.385, -0.238, -0.220, 0.039, 0.025, -0.256, -0.463, -0.114, 0.187, 0.185, 0.188, 0.187, 0.188, 0.184, 0.188, 0.194, 0.234, 0.224, 0.177, 0.233], "charge": -2, "orbital_gap_ha": 0.12645}

***

| no. | E_tot (eV) |
| --- | --- |
| 1 | -48063.3327 |
| 2 | -88490.4420 |
| 3 | -93543.1664 |